DFT (ωB97M-V/def2-TZVPD) results for the ion C16H24N3 with charge +1.

Each line ends with the Löwdin charge.
Atoms and positions in Å:
C  0.972  -2.047  2.916  -0.052
C  -0.414  -1.426  2.775  -0.185
N  -0.327  -0.036  2.357  -0.033
C  -0.244  0.953  3.411  -0.183
C  -1.626  1.485  3.787  -0.050
C  -0.302  0.237  1.074  -0.184
N  -0.315  -0.762  0.182  0.165
C  -0.231  -0.254  -1.055  -0.180
N  -0.232  -1.055  -2.097  -0.027
C  -0.040  -0.607  -3.462  -0.176
C  1.404  -0.194  -3.746  -0.051
C  -0.375  -2.486  -1.886  -0.181
C  0.936  -3.239  -2.088  -0.055
C  -0.181  1.224  -0.997  -0.057
C  -0.134  2.229  -1.943  0.002
C  -0.159  3.552  -1.510  -0.034
C  -0.237  3.861  -0.166  -0.035
C  -0.289  2.857  0.797  0.005
C  -0.248  1.541  0.381  -0.055
H  0.875  -3.077  3.245  0.084
H  1.572  -1.508  3.645  0.077
H  1.484  -2.033  1.958  0.071
H  -0.945  -1.459  3.727  0.128
H  -0.983  -1.971  2.021  0.117
H  0.207  0.470  4.281  0.130
H  0.417  1.762  3.100  0.115
H  -2.119  1.934  2.928  0.074
H  -2.257  0.683  4.161  0.081
H  -1.529  2.235  4.567  0.087
H  -0.725  0.220  -3.667  0.118
H  -0.315  -1.433  -4.120  0.130
H  2.072  -1.046  -3.661  0.073
H  1.742  0.572  -3.054  0.071
H  1.475  0.194  -4.758  0.089
H  -1.131  -2.856  -2.584  0.132
H  -0.726  -2.630  -0.864  0.109
H  1.269  -3.192  -3.121  0.070
H  1.710  -2.830  -1.444  0.083
H  0.788  -4.283  -1.829  0.084
H  -0.077  2.036  -3.000  0.103
H  -0.123  4.345  -2.241  0.119
H  -0.264  4.893  0.147  0.119
H  -0.376  3.140  1.832  0.103

**SMILES string**: CCN(CC)C1=NC(=[N+](CC)CC)c2ccccc21
**LUMO**: -4.14 eV
**Spin multiplicity**: 1
**HOMO-LUMO gap**: 8.23 eV
**Highest occupied orbital energy**: -0.4546 hartree
**Total charge**: +1

=====

DFT (ωB97M-V/def2-TZVPD) results for a structure of composition C31H21N5O8PRhSe2.

Each line ends with the Löwdin spin population.
Atoms and positions in Å:
Rh  2.244  -1.270  -0.915  1.158
O  4.411  -3.054  2.057  0.019
C  3.943  -2.411  1.151  0.007
N  2.750  -2.591  0.494  0.058
C  1.773  -3.484  0.886  0.006
O  1.822  -4.292  1.778  0.016
C  0.536  -3.359  0.022  0.003
C  -0.555  -4.170  0.260  0.000
C  -1.690  -4.001  -0.517  0.002
C  -1.688  -3.040  -1.514  0.000
C  -0.554  -2.269  -1.701  0.016
N  0.530  -2.425  -0.945  0.008
C  4.698  -1.223  0.583  0.002
C  5.918  -0.854  1.116  0.003
C  6.578  0.236  0.574  0.000
C  5.999  0.918  -0.485  0.003
C  4.772  0.496  -0.963  0.026
N  4.138  -0.553  -0.436  0.023
H  -0.493  -4.891  1.062  0.000
H  -2.566  -4.612  -0.342  0.000
H  -2.550  -2.872  -2.144  0.000
H  -0.505  -1.500  -2.459  0.014
H  6.309  -1.434  1.939  0.000
H  7.533  0.552  0.972  0.000
H  6.481  1.771  -0.939  0.000
H  4.269  0.999  -1.778  0.017
Se  2.351  -0.996  -3.201  1.345
P  0.974  2.227  -2.314  0.147
Se  1.501  1.266  -0.372  0.788
C  -0.578  1.424  -2.862  0.031
C  -0.793  1.392  -4.241  0.009
C  -1.964  0.864  -4.760  0.001
C  -2.935  0.360  -3.905  0.001
C  -2.727  0.388  -2.534  0.002
C  -1.552  0.911  -2.010  0.003
C  0.344  3.850  -1.754  0.021
C  -0.652  3.978  -0.784  0.008
C  -1.094  5.233  -0.404  0.001
C  -0.549  6.371  -0.990  0.002
C  0.443  6.252  -1.949  0.001
C  0.892  4.992  -2.327  0.005
H  -0.036  1.779  -4.913  0.002
H  -2.118  0.844  -5.831  0.000
H  -3.852  -0.050  -4.309  0.000
H  -3.483  0.003  -1.860  0.000
H  -1.402  0.930  -0.937  0.000
H  -1.067  3.095  -0.314  0.001
H  -1.862  5.326  0.353  0.000
H  -0.898  7.351  -0.691  0.000
H  0.870  7.136  -2.403  0.000
H  1.671  4.899  -3.074  0.002
O  -0.673  0.925  1.037  0.187
C  -0.439  -0.178  1.603  0.011
O  0.531  -0.929  1.422  0.038
C  -1.516  -0.657  2.564  0.012
C  -1.524  -1.988  2.957  0.001
C  -2.545  -2.437  3.773  0.001
C  -3.543  -1.611  4.252  -0.001
C  -3.493  -0.292  3.845  0.000
C  -2.514  0.202  3.003  0.001
N  -4.552  0.624  4.321  0.000
O  -4.493  1.780  3.963  0.000
O  -5.419  0.157  5.028  0.000
N  -2.588  -3.868  4.133  0.000
O  -1.889  -4.624  3.492  0.000
O  -3.338  -4.199  5.025  0.000
H  -0.741  -2.654  2.626  0.000
H  -4.324  -1.976  4.900  0.000
H  -2.523  1.233  2.684  0.000

**LUMO (spin up / spin down)**: -0.70 / -2.33 eV
**Spin multiplicity**: 5
**HOMO-LUMO gap (spin up / spin down)**: 7.40 / 6.93 eV
**Highest occupied orbital energy (spin up / spin down)**: -0.2978 / -0.3403 hartree

=====

DFT (ωB97M-V/def2-TZVPD) results for a structure of composition C4H4Cl2F2O3.

Each line ends with the Löwdin charge.
Atoms and positions in Å:
C  0.682  0.801  0.549  -0.533
C  -0.802  -0.554  -0.657  -0.028
C  1.730  1.840  0.489  -0.586
C  3.853  0.348  -2.110  -1.008
O  0.387  0.296  1.614  0.102
O  2.427  1.975  1.634  0.014
O  0.134  0.518  -0.627  -0.054
F  3.043  -0.699  -2.290  0.018
F  4.913  -0.039  -1.402  0.030
Cl  2.614  1.935  -0.946  0.943
Cl  4.252  1.169  -3.579  0.690
H  -0.260  -1.494  -0.794  0.103
H  -1.455  -0.368  -1.507  0.096
H  -1.371  -0.590  0.274  0.094
H  2.095  1.317  2.279  0.119

**LUMO (spin up / spin down)**: -0.83 / -0.36 eV
**Spin multiplicity**: 1
**HOMO-LUMO gap (spin up / spin down)**: 7.68 / 8.17 eV
**Highest occupied orbital energy (spin up / spin down)**: -0.3129 / -0.3135 hartree

=====

DFT (ωB97M-V/def2-TZVPD) results for an isolated molecule of C7H11O3PS2.

Each line ends with the Löwdin charge.
Atoms and positions in Å:
C  0.637  0.637  2.416  -0.083
C  -0.711  0.004  2.223  -0.205
O  -1.120  -0.126  0.747  -0.157
C  -0.979  1.031  0.070  -0.660
C  -0.005  1.124  -0.903  -0.620
O  0.913  0.161  -1.183  -0.094
C  0.427  -1.168  -1.439  -0.240
C  0.981  -1.663  -2.711  -0.074
S  0.254  2.619  -1.795  0.719
P  -0.753  4.187  -1.153  0.414
O  -1.271  5.096  -2.444  -0.384
C  -2.339  3.480  -0.727  -0.655
S  -2.440  2.007  -0.069  0.939
H  0.864  0.643  3.488  0.083
H  1.231  -0.016  1.716  0.102
H  0.631  1.731  2.093  0.103
H  -1.569  0.542  2.803  0.135
H  -0.888  -1.001  2.692  0.124
H  0.768  -1.764  -0.623  0.114
H  -0.668  -1.299  -1.463  0.138
H  0.735  -1.134  -3.581  0.059
H  2.020  -1.503  -2.743  0.064
H  0.713  -2.746  -2.957  0.118
H  -1.981  4.752  -3.021  0.059

**SMILES string**: CCOC1=C(OCC)SP(O)#CS1
**LUMO**: -0.63 eV
**Spin multiplicity**: 1
**HOMO-LUMO gap**: 7.36 eV
**Highest occupied orbital energy**: -0.2938 hartree

=====

DFT (ωB97M-V/def2-TZVPD) results for a structure of composition C7H4NdO5.

Each line ends with the Löwdin spin population.
Atoms and positions in Å:
Nd  0.185  0.795  0.711  3.037
C  0.519  -1.083  2.212  -0.006
O  0.876  -1.907  2.947  0.003
C  -1.107  -1.426  0.048  -0.005
O  -1.758  -2.393  0.005  0.001
C  1.413  -1.261  -0.547  -0.005
O  2.080  -2.193  -0.726  0.001
C  -2.128  1.104  1.605  -0.004
O  -3.156  1.346  2.090  0.001
C  0.029  1.999  -3.030  -0.009
H  -0.295  2.939  -2.535  0.000
H  1.124  1.859  -3.208  0.000
C  -0.859  0.979  -3.191  -0.009
H  -0.485  -0.039  -3.472  0.000
H  -1.935  1.133  -2.838  0.000
O  3.772  0.264  1.312  0.002
C  2.647  0.536  1.154  -0.006

**LUMO (spin up / spin down)**: -15.29 / -15.15 eV
**Spin multiplicity**: 4
**HOMO-LUMO gap (spin up / spin down)**: 5.34 / 5.54 eV
**Highest occupied orbital energy (spin up / spin down)**: -0.7583 / -0.7606 hartree
**Total charge**: +3

=====

DFT (ωB97M-V/def2-TZVPD) results for a structure of composition C44H59N8Ti.

Each line ends with the Löwdin charge.
Atoms and positions in Å:
Ti  -0.886  -0.124  -0.435  1.172
C  -0.665  0.893  6.226  -0.011
C  0.036  -0.429  5.849  -0.550
C  1.518  -0.315  6.209  -0.040
C  -0.584  -1.587  6.647  -0.015
C  -0.192  -0.604  4.375  -0.101
C  -1.481  -0.781  3.844  0.053
C  -1.683  -0.754  2.483  -0.092
N  -0.691  -0.546  1.599  -0.068
C  0.572  -0.481  2.081  -0.195
C  0.842  -0.522  3.441  0.092
C  1.624  -0.224  1.079  -0.171
C  2.982  -0.281  1.366  0.101
C  3.936  0.116  0.423  -0.107
C  3.422  0.617  -0.778  0.045
C  2.066  0.611  -1.015  -0.071
N  1.163  0.166  -0.132  0.005
C  5.415  -0.007  0.637  -0.550
C  5.840  -1.297  -0.096  -0.013
C  6.158  1.188  0.027  -0.025
C  5.778  -0.130  2.116  -0.037
H  -0.574  1.042  7.298  0.105
H  -1.722  0.881  5.973  0.088
H  -0.187  1.732  5.725  0.088
H  1.607  -0.150  7.279  0.104
H  1.986  0.532  5.710  0.091
H  2.057  -1.231  5.973  0.099
H  -0.371  -1.432  7.701  0.103
H  -0.144  -2.536  6.352  0.098
H  -1.662  -1.642  6.530  0.086
H  -2.325  -0.934  4.493  0.133
H  -2.681  -0.895  2.073  0.129
H  1.860  -0.443  3.783  0.113
H  3.304  -0.628  2.333  0.116
H  4.079  1.006  -1.536  0.133
H  1.690  1.004  -1.953  0.121
H  5.597  -1.254  -1.154  0.087
H  5.361  -2.170  0.342  0.092
H  6.914  -1.418  0.004  0.105
H  6.131  1.184  -1.059  0.085
H  7.202  1.144  0.322  0.102
H  5.747  2.128  0.386  0.101
H  5.404  -1.054  2.551  0.086
H  5.402  0.720  2.679  0.100
H  6.858  -0.148  2.219  0.102
C  -3.700  -0.586  -5.069  -0.041
C  -2.305  -0.041  -4.749  -0.384
C  -1.877  0.903  -5.882  -0.037
C  -1.310  -1.169  -4.571  -0.127
C  -1.156  -2.053  -5.629  -0.004
C  -0.286  -3.121  -5.555  -0.009
C  0.431  -3.339  -4.393  -0.007
C  0.321  -2.484  -3.306  -0.130
C  1.224  -2.724  -2.116  -0.389
C  1.175  -4.178  -1.646  -0.065
C  2.668  -2.341  -2.458  -0.028
C  -0.547  -1.376  -3.394  -0.135
N  -0.598  -0.390  -2.373  -0.028
C  -0.468  0.854  -2.810  -0.077
C  -0.645  1.965  -1.983  -0.292
C  -0.525  3.333  -2.278  0.074
C  -0.761  4.005  -1.093  0.051
C  -1.016  3.051  -0.092  -0.183
N  -0.945  1.805  -0.621  -0.029
C  -1.321  3.364  1.352  -0.518
C  -1.571  4.863  1.550  -0.029
C  -2.567  2.592  1.810  -0.019
C  -0.112  2.958  2.208  -0.002
H  -4.401  0.241  -5.145  0.089
H  -4.049  -1.274  -4.302  0.082
H  -3.709  -1.101  -6.024  0.087
H  -2.393  0.543  -3.818  0.109
H  -1.887  0.383  -6.835  0.092
H  -0.877  1.310  -5.743  0.075
H  -2.580  1.729  -5.951  0.093
H  -1.705  -1.888  -6.540  0.124
H  -0.161  -3.777  -6.399  0.126
H  1.115  -4.171  -4.351  0.124
H  0.894  -2.071  -1.284  0.057
H  1.708  -4.821  -2.338  0.092
H  0.154  -4.539  -1.573  0.075
H  1.664  -4.269  -0.679  0.084
H  3.010  -2.893  -3.329  0.098
H  3.324  -2.582  -1.625  0.081
H  2.751  -1.281  -2.681  0.069
H  -0.160  1.025  -3.841  0.156
H  -0.306  3.765  -3.237  0.140
H  -0.746  5.066  -0.960  0.127
H  -2.350  5.233  0.889  0.098
H  -0.662  5.435  1.382  0.097
H  -1.888  5.041  2.574  0.103
H  -3.452  2.964  1.302  0.091
H  -2.716  2.741  2.876  0.103
H  -2.466  1.521  1.615  0.042
H  0.752  3.567  1.956  0.104
H  0.143  1.911  2.049  0.055
H  -0.341  3.115  3.258  0.096
N  -5.961  1.936  -0.919  0.194
C  -5.194  0.854  -0.853  -0.328
C  -3.771  0.916  -0.862  -0.040
N  -3.018  -0.176  -0.741  -0.040
C  -3.665  -1.359  -0.675  -0.117
C  -5.060  -1.409  -0.679  -0.068
N  -5.804  -0.335  -0.743  0.170
H  -5.603  2.870  -1.021  0.125
H  -6.961  1.796  -0.913  0.137
H  -3.287  1.880  -0.957  0.114
H  -3.085  -2.274  -0.642  0.081
H  -5.582  -2.354  -0.613  0.133
N  -0.832  -3.407  0.541  0.268
C  -0.913  -2.385  0.008  -0.025
H  -0.745  -4.318  0.954  0.150

**LUMO**: -10.17 eV
**Spin multiplicity**: 1
**HOMO-LUMO gap**: 5.71 eV
**Highest occupied orbital energy**: -0.5838 hartree
**Total charge**: +3

=====

Calculated relative energy (zero: lowest compared OMol25 entry of this formula, charge and spin), 0.000 0.481 2.097 1.195 1.083 0.281 eV (same order as the records).
Calculated calculated total energy, -788.1566 -7324.2593 -1500.5362 -1636.6140 -1205.4206 -2998.7675 Ha (same order as the records).